Record 1
The following is a DFT calculation (ωB97M-V with the def2-TZVPD basis set) of C32H23ClCsIN8O as an isolated structure in a non-equilibrium geometry.

Positions of all 67 atoms, in Å:
Cs 0.71 0.42 0.46
I 4.33 -0.60 4.32
Cl 0.66 -4.16 6.92
O 1.89 -0.68 2.33
N -1.17 2.66 1.03
N -1.54 3.29 -1.19
N -1.34 -2.07 -1.58
N -2.96 -0.43 -0.15
N -0.51 -1.91 2.40
N 1.18 0.40 -2.65
N -0.70 2.27 -1.56
N -2.52 3.60 2.70
C 2.16 1.00 -5.19
C -4.75 6.21 1.36
C 1.64 -1.42 3.32
C -2.64 -1.90 -2.00
C 2.50 -1.64 4.41
C 1.00 -3.13 5.55
C 0.90 1.57 -3.23
C 0.05 -2.98 4.52
C -3.44 5.28 -0.43
C -1.68 -2.51 2.44
C -5.28 -1.42 -2.86
C -2.81 4.42 0.47
C 0.36 -2.13 3.42
C 2.43 -0.22 -4.60
C -3.15 -2.52 -3.12
C -4.47 -2.27 -3.54
C 1.39 1.91 -4.49
C -1.21 -3.61 4.51
C -5.04 0.70 0.18
C -1.55 2.78 2.25
C -4.40 6.17 0.01
C 0.02 2.54 -2.56
C -3.72 0.38 0.54
C 1.92 -0.46 -3.33
C -5.57 0.13 -0.94
C -3.47 -1.01 -1.26
C -1.81 3.42 0.06
C -4.80 -0.77 -1.70
C -2.07 -3.37 3.47
C 2.20 -2.46 5.49
C -4.13 5.37 2.27
C -3.17 4.47 1.82
H -1.07 2.16 3.01
H -1.15 -1.74 -0.65
H -2.35 -2.30 1.61
H -3.05 -3.85 3.44
H -4.83 -2.78 -4.43
H -0.02 3.53 -3.02
H 2.54 1.23 -6.17
H -5.50 6.91 1.71
H 2.13 -1.40 -2.83
H -2.52 -3.20 -3.69
H -3.16 5.23 -1.47
H -4.40 5.39 3.32
H -0.85 -2.89 -1.88
H -6.59 0.34 -1.25
H 2.92 -2.59 6.30
H -6.30 -1.23 -3.19
H -2.75 3.64 3.68
H -3.28 0.80 1.44
H 1.15 2.88 -4.92
H -4.88 6.84 -0.69
H -5.61 1.39 0.79
H -1.48 -4.26 5.32
H 3.02 -0.97 -5.10

Values from the calculation:
HOMO level (eV): -6.30
Relative energy (zero: lowest compared OMol25 entry of this formula, charge and spin) (kcal per mole): 24.0
Maximum force (eV/Å): 1.58

Atomic partial charges in e from the Mulliken method, atoms 1 to 4: number 1, Cs, carries 1.32; number 2, I, carries -0.01; number 3, Cl, carries -0.29; number 4, O, carries -0.86



Record 2
The following is a DFT calculation (ωB97M-V with the def2-TZVPD basis set) of C32H23MoN3O3S4 as an isolated structure.

Positions of all 66 atoms, in Å:
Mo 1.19 0.19 0.36
S -3.50 6.20 -4.64
S 0.80 2.10 1.58
S 1.80 1.77 4.38
S 2.92 0.25 2.02
O 5.58 -2.97 -3.48
O -1.92 6.20 -6.80
O 0.09 -1.19 -2.05
N 0.18 -0.38 -1.17
N 3.41 -3.63 -3.44
N 2.81 -0.20 -0.97
C 4.42 -2.76 -3.22
C 1.86 1.41 2.83
C 1.15 -4.03 3.36
C 3.08 -1.36 -1.59
C 0.20 -1.06 1.58
C 1.03 -6.34 3.99
C 4.05 -1.45 -2.57
C -0.24 -3.92 3.58
C -4.24 -1.31 5.53
C -0.88 -2.64 3.37
C 1.78 -5.24 3.59
C -0.98 -5.05 3.97
C -2.30 -2.71 5.39
C -3.97 -0.77 4.27
C -0.64 3.61 -3.50
C -1.32 2.93 -2.44
C 4.47 0.89 -2.29
C -3.40 -2.26 6.09
C 4.76 -0.31 -2.91
C -1.26 4.60 -4.20
C -2.87 -1.20 3.57
C -3.27 4.30 -2.82
C -2.59 4.98 -3.87
C -2.66 3.31 -2.12
C 3.50 0.91 -1.31
C -2.27 6.89 -5.90
C -0.14 0.99 -1.14
C -0.34 -6.25 4.16
C -1.88 8.31 -5.63
C -2.03 -2.20 4.11
C -0.71 1.92 -1.77
C -0.33 -1.79 2.41
H 2.44 -3.34 -3.43
H -2.66 -0.81 2.58
H 3.26 1.82 -0.77
H -0.75 5.08 -5.02
H 2.85 -5.32 3.45
H -0.91 -7.13 4.44
H -4.29 4.59 -2.57
H -1.16 8.65 -6.38
H -5.11 -0.96 6.08
H -2.06 -4.98 4.05
H 5.00 1.80 -2.53
H -1.46 8.39 -4.62
H 5.54 -0.39 -3.65
H -3.17 2.80 -1.32
H -3.60 -2.64 7.09
H 1.72 -3.16 3.07
H -1.61 -3.40 5.85
H 2.50 -2.22 -1.28
H -4.63 -0.02 3.85
H 0.37 3.32 -3.75
H 1.53 -7.29 4.16
H 3.63 -4.49 -3.92
H -2.77 8.94 -5.66

Values from the calculation:
Total charge: +2
HOMO level (spin up / spin down) (eV): -13.41 / -13.41
Relative energy (zero: lowest compared OMol25 entry of this formula, charge and spin) (kcal per mole): 1.6
Maximum force (eV/Å): 0.72

Atomic partial charges in e from the Mulliken method, atoms 1 to 4: number 1, Mo, carries -0.33; number 2, S, carries -0.10; number 3, S, carries -0.11; number 4, S, carries -0.08



Record 3
The following is a DFT calculation (ωB97M-V with the def2-TZVPD basis set) of C32H24ClCoO2P2S2 as an isolated structure.

Positions of all 64 atoms, in Å:
Co 0.18 0.25 -0.10
Cl 5.34 5.21 -1.18
S -1.79 1.65 0.61
S 1.49 -1.93 -0.21
P -2.52 -0.20 0.46
P -0.41 -2.54 -0.26
O 1.38 0.99 1.34
O 0.99 1.29 -1.53
C -5.64 -1.43 -1.84
C -0.37 -3.97 -4.06
C -4.11 -0.28 -0.38
C -6.60 -0.46 -1.58
C -0.72 -3.60 -1.71
C 3.43 3.74 -2.46
C -0.11 -3.25 -2.91
C -3.21 -1.91 4.68
C 2.42 2.83 -2.53
C -4.09 -1.34 2.51
C -2.52 -4.54 2.59
C -1.25 -5.05 -4.03
C -2.16 -3.77 1.49
C -1.86 -5.40 -2.84
C -1.79 -0.87 3.04
C -0.19 -4.88 3.09
C -6.32 0.60 -0.73
C 0.16 -4.11 1.99
C -0.82 -3.55 1.18
C 1.94 2.14 -1.38
C -1.53 -5.10 3.39
C -1.35 -1.11 -0.42
C 3.63 3.40 -0.10
C -1.97 -1.41 4.30
C -2.85 -0.84 2.13
C 4.05 4.03 -1.23
C -1.60 -4.68 -1.68
C -4.27 -1.87 3.78
C -5.08 0.69 -0.13
C -4.39 -1.34 -1.24
C 2.58 2.45 -0.14
C 2.25 1.85 1.11
H 4.11 3.62 0.85
H -5.85 -2.24 -2.52
H 1.20 -3.92 1.77
H -7.57 -0.53 -2.06
H 0.11 -3.69 -4.99
H 2.84 2.20 1.97
H -7.07 1.36 -0.54
H -2.53 -6.25 -2.80
H -2.94 -3.32 0.89
H -1.14 -1.44 4.99
H -4.92 -1.33 1.82
H 0.58 -5.31 3.71
H -2.06 -4.99 -0.75
H -4.85 1.52 0.52
H -3.57 -4.69 2.82
H -1.80 -5.70 4.24
H 1.94 2.61 -3.48
H -0.82 -0.47 2.77
H -1.44 -5.61 -4.93
H -3.62 -2.07 -1.46
H -5.24 -2.25 4.07
H 0.57 -2.41 -2.93
H 3.77 4.25 -3.35
H -3.35 -2.32 5.67

Values from the calculation:
Expectation value of S²: 6.02
Multiplicity: 5
HOMO level (spin up / spin down) (eV): -7.81 / -8.07
Maximum force (eV/Å): 0.48

Atomic partial charges in e from the Mulliken method, atoms 1 to 4: number 1, Co, carries 0.62; number 2, Cl, carries -0.23; number 3, S, carries -0.63; number 4, S, carries -0.60



Record 4
The following is a DFT calculation (ωB97M-V with the def2-TZVPD basis set) of C32H24ClF3N5O16P2S2W as an isolated structure.

Positions of all 86 atoms, in Å:
W -0.25 -0.22 -0.06
Cl -7.50 3.45 -2.45
S 0.03 -1.41 -3.16
S -3.03 -2.57 -0.34
P 2.03 1.63 -1.70
P 2.81 0.85 0.99
F 2.39 -2.52 -3.32
F 0.95 -3.20 -4.79
F 0.80 -3.87 -2.74
O 2.87 1.73 -0.34
O 0.65 1.04 -1.22
O -1.60 0.40 -1.55
O 0.42 -1.29 -1.68
O -0.01 5.30 4.69
O 1.85 2.92 -2.35
O 1.45 0.09 0.91
O -2.29 0.34 0.44
O -2.95 -3.89 -0.86
O -1.31 -1.84 -3.34
O -3.73 -1.54 -1.04
O 2.80 0.49 -2.44
O 0.56 -0.32 -3.92
O 3.96 0.00 1.23
O 2.52 1.95 2.11
O -1.38 4.42 6.11
N -0.71 -0.41 2.19
N 0.57 -2.15 0.52
N -1.47 -2.04 -0.10
N -0.72 4.41 5.10
N -0.45 1.89 0.85
C -0.49 4.26 0.72
C -1.15 -0.45 4.95
C -2.57 0.66 -0.77
C -4.64 1.86 -0.21
C -5.09 -2.92 5.33
C -0.56 4.38 2.08
C -4.32 -1.59 1.86
C -5.79 2.51 -0.60
C -0.93 0.77 4.28
C 0.91 -4.82 0.51
C -0.93 2.02 4.97
C -3.92 -3.90 3.34
C -0.33 -4.32 0.17
C -3.47 -3.84 2.03
C 1.79 -2.62 0.79
C -0.76 3.16 4.29
C -0.62 3.21 2.86
C -0.73 0.74 2.90
C -0.58 1.98 2.20
C -3.66 -2.67 1.30
C -6.06 2.64 -1.96
C -1.18 -1.60 4.22
C 1.99 -3.98 0.82
C -0.95 -1.54 2.84
C -0.46 -2.93 0.17
C -4.05 1.47 -2.53
C -3.77 1.34 -1.17
C -4.77 -1.67 3.17
C -5.21 2.12 -2.93
C -4.57 -2.82 3.93
C 1.12 -2.85 -3.53
C -0.42 3.00 0.13
H -3.38 1.05 -3.26
H 2.58 -1.91 1.00
H 1.06 -5.89 0.50
H -0.59 5.35 2.55
H -4.50 -0.70 1.26
H -0.96 -2.46 2.28
H -5.27 -1.93 5.76
H -1.31 -0.46 6.02
H -6.47 2.93 0.12
H -1.14 -4.95 -0.13
H 2.96 -4.38 1.06
H -4.40 1.75 0.84
H -5.30 -0.83 3.60
H -0.45 5.13 0.08
H 3.31 2.13 2.63
H -6.04 -3.45 5.35
H -3.78 -4.81 3.91
H -1.07 2.04 6.04
H -4.41 -3.46 5.98
H -1.36 -2.57 4.67
H -0.32 2.90 -0.94
H -3.00 -4.69 1.57
H -5.45 2.23 -3.97
H 2.36 0.23 -3.27

Values from the calculation:
Total charge: +1
HOMO level (eV): -11.96
Relative energy (zero: lowest compared OMol25 entry of this formula, charge and spin) (kcal per mole): 12.2
Maximum force (eV/Å): 0.19

Atomic partial charges in e from the Mulliken method, atoms 1 to 4: number 1, W, carries 3.96; number 2, Cl, carries -0.18; number 3, S, carries 0.94; number 4, S, carries 1.20